Below is a molecular structure, C36H26Cl2N4NiO9, with properties calculated with the ωB97M-V functional and the def2-TZVPD basis.

Atoms and positions in Å:
Ni1 2.4308 0.2740 -0.8327
Cl1 7.4342 0.4452 0.0731
C1 6.1075 0.6398 1.1822
C2 6.3898 0.7342 2.5387
C3 5.3694 0.8672 3.4510
Cl2 5.7688 0.9219 5.1601
C4 4.0250 0.9533 3.0421
C5 2.9204 1.0751 3.9107
C6 1.6649 1.1971 3.3733
C7 1.5012 1.2004 1.9850
N1 2.5022 1.0291 1.1423
C8 3.7517 0.8932 1.6483
C9 4.7928 0.6513 0.6592
O1 4.5066 0.4758 -0.5512
H1 7.4153 0.6903 2.8784
H2 3.0742 1.0704 4.9811
H3 0.7953 1.2879 4.0118
H4 0.5187 1.3344 1.5547
O2 -1.5170 0.2698 -5.6118
C10 -0.6253 0.4042 -4.7587
C11 -0.6989 1.3702 -3.5573
O3 -1.6242 2.1642 -3.3198
C12 0.4869 1.1321 -2.8363
C13 1.2747 0.0944 -3.3864
O4 2.2901 -0.4106 -2.8377
C14 0.6510 -0.2968 -4.6966
O5 1.1332 -1.0944 -5.5413
O6 1.0275 1.8007 -1.7224
C15 -2.8834 0.2417 3.2167
O7 -2.4996 -0.4340 2.0418
C16 -3.4626 -1.0757 1.3310
C17 -4.7647 -1.2408 1.7756
C18 -5.6679 -2.0265 1.0662
C19 -5.2570 -2.6612 -0.0919
C20 -3.9640 -2.4794 -0.5559
C21 -3.0528 -1.6628 0.1119
N2 -1.7547 -1.5746 -0.3664
C22 -0.8786 -0.4809 -0.3935
N3 -1.4986 0.7223 -0.5310
C23 -1.0153 2.0298 -0.4294
C24 0.2098 2.5069 -0.9204
C25 0.6269 3.7956 -0.5920
C26 -0.1971 4.6617 0.0954
C27 -1.4854 4.2594 0.4257
C28 -1.8766 2.9622 0.1543
O8 -3.1621 2.5271 0.4508
C29 -4.1706 3.2425 -0.2494
N4 0.3886 -0.6297 -0.2883
C30 1.0488 -1.8715 -0.2907
C31 1.9826 -2.1435 0.7155
C32 2.7679 -3.2848 0.6899
C33 2.6252 -4.1928 -0.3450
C34 1.6706 -3.9745 -1.3269
C35 0.8709 -2.8436 -1.2972
O9 -0.1347 -2.6311 -2.1914
C36 -0.0645 -3.3081 -3.4420
H5 -1.9886 0.7449 3.5763
H6 -3.2436 -0.4535 3.9838
H7 -3.6481 0.9927 3.0093
H8 -5.0832 -0.7852 2.7036
H9 -6.6782 -2.1483 1.4353
H10 -5.9429 -3.2964 -0.6378
H11 -3.6374 -2.9683 -1.4662
H12 -1.4825 -2.2873 -1.0314
H13 -2.5006 0.6925 -0.4428
H14 1.6078 4.0959 -0.9362
H15 0.1317 5.6655 0.3322
H16 -2.1795 4.9425 0.8991
H17 -5.0818 2.6484 -0.1777
H18 -3.8982 3.3727 -1.2996
H19 -4.3481 4.2281 0.1936
H20 2.0755 -1.4417 1.5316
H21 3.5043 -3.4508 1.4665
H22 3.2512 -5.0750 -0.4017
H23 1.5623 -4.6908 -2.1302
H24 -0.7888 -2.8215 -4.0901
H25 -0.3216 -4.3700 -3.3293
H26 0.9223 -3.2026 -3.8915

Computed properties:
Calculated total energy in Eh: -4712.36599
Charge: -2
Kohn-Sham gap (spin up / spin down) in Eh: 0.121 / 0.177
<S²>: 2.03
Relative energy (zero: lowest compared OMol25 entry of this formula, charge and spin) in kcal per mole: 42.9
Multiplicity: 3

Löwdin atomic charge list, values in e, 2 entries:
1. Ni 0.41
2. Cl 0.64